Model a:
# C5H15NO

2 unconnected molecules or ions with the total composition C5H15NO (ωB97M-V with the def2-TZVPD basis set, the Open Molecules 2025 dataset).

XYZ file:
```
22
C5H15NO | the Open Molecules 2025 dataset | ωB97M-V with the def2-TZVPD basis set
C -1.60723 0.29532 -2.37837
N -1.18823 -0.61010 -1.28300
C 0.30129 -0.68895 -1.01972
C 0.54717 -1.22886 0.42067
C 0.45576 -0.06022 1.54421
C 2.05464 -1.66598 0.37105
H -0.69351 0.77897 -2.80175
H -2.12937 -0.18200 -3.14357
H -2.22073 1.15006 -2.07601
H -1.67406 -1.48513 -1.31798
H 0.90145 -1.39838 -1.73489
H 0.81174 0.27630 -1.18043
H -0.02194 -2.06558 0.83215
H 0.44381 0.89842 1.15500
H -0.50156 -0.20854 1.93462
H 1.11236 -0.05592 2.39420
H 2.46266 -1.54271 1.34650
H 1.91335 -2.62067 0.02212
H 2.79026 -1.21391 -0.21218
O -0.53355 3.20095 2.12414
H -0.65664 3.99486 1.63650
H -0.46161 2.42952 1.50650
```

Its LUMO energy is 0.03330 Eh. As for the structure (SMILES): CNCC(C)C.O. The charge is 0. The calculation puts the highest occupied orbital energy at -8.6 eV. Its multiplicity is 1. For the gap between HOMO and LUMO, the calculation gives 9.5087 eV.

***

Model b:
# C5H15NO

2 unconnected molecules or ions with the total composition C5H15NO (ωB97M-V with the def2-TZVPD basis set, the Open Molecules 2025 dataset).

XYZ file:
```
22
C5H15NO | the Open Molecules 2025 dataset | ωB97M-V with the def2-TZVPD basis set
C 0.60619 -1.33324 -1.03820
C 0.01342 0.00754 -0.59841
N -0.21870 -0.05910 0.83553
C -0.98373 1.08635 1.40496
C -2.46644 0.76393 1.60707
C -0.27972 1.46227 2.73180
H 0.59911 -1.65813 -2.08295
H 1.66254 -1.26190 -0.79140
H 0.01290 -2.10304 -0.54073
H -0.81659 0.41077 -1.18560
H 0.78295 0.77180 -0.80958
H -0.77815 -0.86892 1.05178
H -0.97302 1.94322 0.73488
H -3.05249 1.68250 1.63454
H -2.73991 0.18292 2.49014
H -2.87909 0.15502 0.79335
H 0.42876 2.25054 2.45614
H 0.35255 0.68445 3.15139
H -0.96395 1.79137 3.51265
O 3.92410 -1.99062 -4.78867
H 4.59977 -2.37729 -5.35616
H 3.16948 -1.54045 -5.21252
```

Its LUMO energy is 0.03265 Eh. As for the structure (SMILES): CCNC(C)C.O. The charge is 0. The calculation puts the highest occupied orbital energy at -8.6 eV. Its multiplicity is 1. For the gap between HOMO and LUMO, the calculation gives 9.5337 eV.

***

Model c:
# C5H15NO

2 unconnected molecules or ions with the total composition C5H15NO (ωB97M-V with the def2-TZVPD basis set, the Open Molecules 2025 dataset).

XYZ file:
```
22
C5H15NO | the Open Molecules 2025 dataset | ωB97M-V with the def2-TZVPD basis set
C 0.73641 -2.38482 -0.77193
C 0.04066 -1.90849 0.49638
C 0.22941 -0.39868 0.80981
C 1.37059 -0.22066 1.84901
C 0.36016 0.41829 -0.49223
N 0.47528 1.88051 -0.48920
H 1.55720 -1.69091 -1.12179
H 1.05229 -3.47842 -0.62296
H 0.11849 -2.27311 -1.66780
H -1.05609 -2.18682 0.33664
H 0.28598 -2.60082 1.41139
H -0.66425 0.02899 1.21658
H 2.08903 -1.06670 1.85066
H 1.73355 0.75929 1.92334
H 0.87755 -0.33513 2.78181
H 1.27857 0.00692 -1.15538
H -0.42602 0.34787 -1.17951
H 1.34316 2.23011 -0.46926
H -0.17354 2.33944 0.15785
O -3.88686 3.34029 -1.33871
H -4.39523 3.90279 -1.82090
H -2.94632 3.29007 -1.70381
```

Its LUMO energy is 0.03310 Eh. As for the structure (SMILES): CC[C@@H](C)CN.O. The charge is 0. The calculation puts the highest occupied orbital energy at -9.1 eV. Its multiplicity is 1. For the gap between HOMO and LUMO, the calculation gives 9.9625 eV.

***

We find model b to be the most stable, with the next structure 19.4 kcal/mol higher.

***

Model a:
# C5H15NO

2 unconnected molecules or ions with the total composition C5H15NO (ωB97M-V with the def2-TZVPD basis set, the Open Molecules 2025 dataset).

XYZ file:
```
22
C5H15NO | the Open Molecules 2025 dataset | ωB97M-V with the def2-TZVPD basis set
C -1.58135 -0.23733 2.23558
C -1.63200 -0.85266 0.83031
C -0.26835 -0.98143 0.13558
N -0.24218 -0.31018 -1.16894
C -0.20010 1.12813 -1.06459
C 0.72484 -0.88409 -2.06298
H -2.38570 0.48455 2.34632
H -1.60485 -0.86401 3.12387
H -0.70937 0.41136 2.29651
H -2.25393 -0.19266 0.23463
H -2.15800 -1.80611 0.76654
H -0.04343 -2.02097 -0.06444
H 0.52360 -0.57711 0.78259
H 0.22706 1.50384 -0.11371
H -1.17522 1.64635 -1.07732
H 0.37135 1.52654 -1.88496
H 1.50885 -1.48241 -1.59092
H 0.28958 -1.57415 -2.79426
H 1.19096 -0.12966 -2.69199
O 3.50697 1.77095 0.76345
H 2.63119 1.72370 1.17383
H 3.28009 1.71734 -0.17508
```

Its LUMO energy is 0.02958 Eh. As for the structure (SMILES): CCCN(C)C.O. The charge is 0. The calculation puts the highest occupied orbital energy at -8.4 eV. Its multiplicity is 1. For the gap between HOMO and LUMO, the calculation gives 9.2454 eV.

***

Model b:
# C5H15NO

2 unconnected molecules or ions with the total composition C5H15NO (ωB97M-V with the def2-TZVPD basis set, the Open Molecules 2025 dataset).

XYZ file:
```
22
C5H15NO | the Open Molecules 2025 dataset | ωB97M-V with the def2-TZVPD basis set
C -2.29730 0.64929 1.80358
C -0.79552 0.98152 1.52296
C -0.00946 -0.22815 1.05197
C -0.63942 -0.91208 -0.18268
C -0.11099 -0.44527 -1.51305
N 1.18959 -1.03532 -1.89215
H -3.01246 1.09977 1.11603
H -2.56562 0.95304 2.82009
H -2.47437 -0.42809 1.82413
H -0.73465 1.82906 0.84060
H -0.47580 1.35729 2.49474
H 0.04955 -0.95335 1.84627
H 1.00163 0.02875 0.72617
H -1.71941 -0.78315 -0.20963
H -0.45522 -1.99194 -0.12588
H 0.05436 0.61935 -1.54445
H -0.82851 -0.66128 -2.30861
H 1.54797 -1.75043 -1.27635
H 1.21715 -1.36821 -2.84255
O 3.98481 0.82011 -1.31562
H 3.15526 0.44794 -1.64166
H 3.91842 1.77114 -1.19390
```

Its LUMO energy is 0.03679 Eh. As for the structure (SMILES): CCCCCN.O. The charge is 0. The calculation puts the highest occupied orbital energy at -9.3 eV. Its multiplicity is 1. For the gap between HOMO and LUMO, the calculation gives 10.3080 eV.

***

Model c:
# C5H15NO

2 unconnected molecules or ions with the total composition C5H15NO (ωB97M-V with the def2-TZVPD basis set, the Open Molecules 2025 dataset).

XYZ file:
```
22
C5H15NO | the Open Molecules 2025 dataset | ωB97M-V with the def2-TZVPD basis set
C 0.17521 0.60088 2.57643
C 0.50886 0.30475 1.12181
N 0.04543 -0.94156 0.56141
C -1.37504 -0.95794 0.61822
C 0.39255 -0.83904 -0.85040
C -0.08246 -1.87136 -1.84765
H 0.75579 1.43656 2.95110
H -0.89101 0.83952 2.66995
H 0.36743 -0.30514 3.20610
H 0.01142 1.17430 0.42304
H 1.63338 0.28500 0.95242
H -1.54627 -1.93078 0.07042
H -1.86314 -0.04569 0.04004
H -1.68238 -1.01992 1.68674
H 1.43954 -0.99556 -0.97124
H 0.25751 0.26541 -1.20671
H 0.13450 -2.88546 -1.55008
H -1.14008 -1.80091 -2.24983
H 0.67548 -1.80564 -2.68405
O 0.27759 3.02863 -1.76290
H 0.36093 2.51833 -0.87205
H 1.23337 3.20814 -2.00294
```

Its LUMO energy is 0.03118 Eh. As for the structure (SMILES): CCN(C)CC.O. The charge is 0. The calculation puts the highest occupied orbital energy at -9.2 eV. Its multiplicity is 1. For the gap between HOMO and LUMO, the calculation gives 10.0678 eV.

***

Model d:
# C5H15NO

2 unconnected molecules or ions with the total composition C5H15NO (ωB97M-V with the def2-TZVPD basis set, the Open Molecules 2025 dataset).

XYZ file:
```
22
C5H15NO | the Open Molecules 2025 dataset | ωB97M-V with the def2-TZVPD basis set
C 1.27510 0.92619 0.92685
C 1.62474 -0.38038 0.20746
N 0.72624 -0.37186 -0.93256
C 1.24280 -0.82314 -2.21064
C -0.37728 -1.31096 -0.62655
C -1.67087 -0.61776 -0.99562
H 0.20192 1.02063 0.88020
H 1.57247 0.89768 2.06551
H 1.92646 1.67668 0.60339
H 2.74148 -0.52730 -0.06467
H 1.61045 -1.34340 0.73546
H 0.72796 -0.33131 -2.93490
H 0.99627 -1.88684 -2.35151
H 2.23872 -0.31658 -2.46994
H -0.34893 -1.82139 0.45280
H -0.26730 -2.32616 -1.05566
H -1.44996 0.22105 -1.61116
H -2.29526 -1.38410 -1.28235
H -2.16301 -0.24235 -0.08815
O -2.63556 2.93451 3.90643
H -3.56699 2.81356 3.71909
H -2.10945 3.19322 3.12652
```

Its LUMO energy is 0.02921 Eh. As for the structure (SMILES): CCN(C)CC.O. The charge is 0. The calculation puts the highest occupied orbital energy at -8.7 eV. Its multiplicity is 1. For the gap between HOMO and LUMO, the calculation gives 9.5162 eV.

***

We find model b to be the most stable, with the next structure 17.6 kcal/mol higher.

***

Model a:
# C5H15NO

2 unconnected molecules or ions with the total composition C5H15NO (ωB97M-V with the def2-TZVPD basis set, the Open Molecules 2025 dataset).

XYZ file:
```
22
C5H15NO | the Open Molecules 2025 dataset | ωB97M-V with the def2-TZVPD basis set
C -0.77867 1.31031 0.14680
C -0.29228 0.52411 -1.07949
C 0.64649 1.38029 -1.95632
N 0.26327 -0.77893 -0.79406
C -0.68451 -1.74726 -0.20860
C 1.49307 -0.76299 -0.04601
H -1.25560 2.21897 -0.18774
H 0.06239 1.54613 0.80363
H -1.45071 0.68414 0.74481
H -1.17416 0.37862 -1.67723
H 0.09177 1.81240 -2.78814
H 1.01990 2.23529 -1.38039
H 1.47761 0.79442 -2.31561
H -1.67187 -1.55572 -0.62104
H -0.32175 -2.73495 -0.47257
H -0.70868 -1.65047 0.88067
H 1.90667 -1.77070 0.00724
H 1.43023 -0.35707 0.98522
H 2.25270 -0.14360 -0.51056
O -0.90411 -0.13913 3.67040
H -0.85791 -0.31571 2.71625
H -0.54386 -0.92813 4.08275
```

Its LUMO energy is 0.03051 Eh. As for the structure (SMILES): CC(C)N(C)C.O. The charge is 0. The calculation puts the highest occupied orbital energy at -8.4 eV. Its multiplicity is 1. For the gap between HOMO and LUMO, the calculation gives 9.2512 eV.

***

Model b:
# C5H15NO

2 unconnected molecules or ions with the total composition C5H15NO (ωB97M-V with the def2-TZVPD basis set, the Open Molecules 2025 dataset).

XYZ file:
```
22
C5H15NO | the Open Molecules 2025 dataset | ωB97M-V with the def2-TZVPD basis set
C 2.33827 -0.25002 0.82334
C 1.36807 0.68127 1.54699
C -0.10224 0.45157 1.18018
N -0.35479 0.47574 -0.26042
C -0.37731 -0.75663 -1.04880
C -0.32856 -0.42352 -2.52162
H 3.23298 -0.32359 1.44078
H 2.44333 -0.00603 -0.22849
H 1.96138 -1.28174 0.85512
H 1.46011 0.46757 2.61636
H 1.61367 1.74069 1.43193
H -0.81553 1.12574 1.65114
H -0.35514 -0.55282 1.53640
H 0.20223 1.16980 -0.71551
H 0.39252 -1.46194 -0.72959
H -1.30434 -1.28518 -0.78121
H -0.47037 -1.35310 -3.06730
H -1.05991 0.34446 -2.78667
H 0.59770 0.08277 -2.81250
O -3.48533 0.10129 0.91206
H -3.19741 0.04333 0.00461
H -3.75932 1.01034 0.95321
```

Its LUMO energy is 0.03617 Eh. As for the structure (SMILES): CCCNCC.O. The charge is 0. The calculation puts the highest occupied orbital energy at -8.4 eV. Its multiplicity is 1. For the gap between HOMO and LUMO, the calculation gives 9.3785 eV.

***

We find model b to be the most stable, with the next structure 2.1 kcal/mol higher.

***

Model a:
# C4H11N2S

2 unconnected molecules or ions with the total composition C4H11N2S (ωB97M-V with the def2-TZVPD basis set, the Open Molecules 2025 dataset).

XYZ file:
```
18
C4H11N2S | the Open Molecules 2025 dataset | ωB97M-V with the def2-TZVPD basis set
C 2.88572 -0.09227 0.50247
C -1.69862 -1.43231 -0.31864
C -0.44531 0.22749 0.83723
C -1.24804 -0.04697 -0.62521
N -2.22758 0.81066 -1.08536
N 0.42258 1.07368 0.92133
S 3.98285 0.96478 -0.06510
H 2.42918 -0.79744 -0.13937
H -0.77219 -1.88673 0.07311
H -1.94815 -1.99233 -1.17849
H -2.49121 -1.46325 0.38127
H -0.58136 -0.57603 1.53617
H -0.37640 -0.03821 -1.40203
H -2.18893 1.80980 -0.91448
H -3.08715 0.47054 -1.31145
H 0.50221 1.61928 0.11271
H 4.22451 1.36657 1.13110
H 2.61790 -0.01724 1.54474
```

Its LUMO energy is -0.24486 Eh. The charge is +1. The calculation puts the highest occupied orbital energy at -11.8 eV. Its multiplicity is 1. For the gap between HOMO and LUMO, the calculation gives 5.1069 eV.

***

Model b:
# C4H11N2S

2 unconnected molecules or ions with the total composition C4H11N2S (ωB97M-V with the def2-TZVPD basis set, the Open Molecules 2025 dataset).

XYZ file:
```
18
C4H11N2S | the Open Molecules 2025 dataset | ωB97M-V with the def2-TZVPD basis set
C -0.94460 0.93182 -0.93924
C -1.00651 -1.58774 -0.98359
C -1.72276 -0.30446 -0.55547
C 1.39890 0.90767 -0.15960
N 0.25868 1.12727 -0.63744
N 1.11528 -0.39348 1.58473
S 2.34800 2.19075 0.74524
H -1.35246 1.44554 -1.82083
H 0.02042 -1.74492 -0.75584
H -1.59921 -2.26716 -0.43673
H -1.05139 -1.72199 -2.09669
H -2.00103 -0.21022 0.50019
H -2.63352 -0.34405 -1.11140
H 2.00078 0.22289 -0.77790
H 1.18442 0.49238 2.22534
H 2.07570 -0.76614 1.87916
H 0.60579 -1.03964 2.29673
H 1.30350 3.06148 1.04333
```

Its LUMO energy is -0.16486 Eh. The charge is +1. The calculation puts the highest occupied orbital energy at -14.1 eV. Its multiplicity is 1. For the gap between HOMO and LUMO, the calculation gives 9.6544 eV.

***

Model c:
# C4H11N2S

A gas-phase ion, C4H11N2S (charge +1) (ωB97M-V with the def2-TZVPD basis set, the Open Molecules 2025 dataset).

XYZ file:
```
18
C4H11N2S | the Open Molecules 2025 dataset | ωB97M-V with the def2-TZVPD basis set
C -1.72920 0.13606 -0.46915
C -0.75141 0.63000 0.26619
C 0.54285 1.86267 -1.49204
C 0.31850 -1.93674 1.70809
N 0.26751 1.37675 -0.15924
N 0.29626 -2.15113 0.38340
S -0.48057 0.11041 2.01605
H -2.67677 -0.19016 -0.09505
H -1.62251 0.13089 -1.58636
H 1.32069 1.45023 -1.99065
H -0.44864 1.65170 -1.94302
H 0.62627 2.85187 -1.47632
H -0.48316 -2.33351 2.31717
H 1.25574 -1.78736 2.03402
H 0.88805 1.87702 0.49166
H 1.15467 -2.00422 -0.06019
H -0.49161 -2.65694 0.09243
H 0.85673 0.47554 1.98059
```

Its LUMO energy is -0.14127 Eh. The charge is +1. The calculation puts the highest occupied orbital energy at -12.2 eV. Its multiplicity is 1. For the gap between HOMO and LUMO, the calculation gives 8.3554 eV.

***

We find model b to be the most stable, with the next structure 12.0 kcal/mol higher.